Molecular formula: C3H7N2O2
Method: DFT, wB97M-V/def2-TZVPD

```
14
Properties=species:S:1:pos:R:3:mulliken_charge:R:1
C 1.6928 -1.3986 -0.2105 -0.756
C 0.9836 0.7962 0.6319 -1.152
C 1.0544 -0.2595 -0.4059 0.117
N -1.9316 -0.1703 -1.5808 -0.638
N -2.2893 -0.3427 -0.5086 0.921
O -2.6025 1.2753 0.4422 -0.881
O -2.3564 -1.0634 0.4465 -0.628
H -1.7942 1.6669 0.0117 0.236
H 1.7174 -2.2399 -0.8382 0.334
H 2.2117 -1.4580 0.8823 0.140
H 2.0229 1.0586 0.8591 0.433
H 0.2591 0.6676 1.4833 0.295
H 0.6472 1.6648 0.0914 0.298
H 0.3848 -0.1970 -1.3046 0.283
```

The value obtained for the electronic energy is -10295.7018 eV. The calculation puts the energy relative to the best compared isomer or geometry (same formula, charge and spin) at 572.48 kJ/mol. Its net charge is -1. The frontier orbital gap is 0.2769 Eh. Its HOMO energy is -0.1312 hartree.

---

Molecular formula: C15H11F14IN2O3
Method: DFT, wB97M-V/def2-TZVPD

```
46
Properties=species:S:1:pos:R:3:mulliken_charge:R:1
O -1.7052 -2.5469 1.7511 -0.448
C -0.5826 -2.7827 1.4807 -0.100
I 0.9396 -3.0843 2.9059 0.141
C -0.0121 -2.7443 0.0679 -0.599
C 0.5568 -1.3870 -0.1742 0.586
N 1.1486 -0.6906 0.8104 0.535
C 1.6503 0.4790 0.3172 -0.940
C 1.3579 0.4974 -1.0166 -0.221
C 1.7920 1.5840 -1.9523 1.106
F 3.1133 1.4006 -2.2137 -0.281
F 1.1612 1.5491 -3.1395 -0.290
C 1.6792 3.0238 -1.3747 0.460
F 2.6133 3.2117 -0.4506 -0.227
F 1.9219 3.8750 -2.3747 -0.267
F 0.4781 3.2796 -0.8920 -0.154
N 0.6475 -0.6651 -1.3032 0.376
C 0.1377 -1.0854 -2.6149 -1.169
C -1.0508 -0.3089 -3.1627 -1.021
C -2.3374 -0.3521 -2.3314 1.060
F -2.3385 -1.3263 -1.3964 -0.211
F -3.3568 -0.6328 -3.1840 -0.346
C -2.6551 1.0268 -1.7007 0.416
F -2.9180 1.8430 -2.7409 -0.340
F -1.5363 1.4890 -1.1086 -0.133
C -3.8799 1.1110 -0.7512 0.507
F -4.8913 0.3642 -1.2022 -0.272
F -4.2825 2.3964 -0.7668 -0.297
C -3.6452 0.7573 0.7412 0.582
F -3.4561 -0.5377 0.9052 -0.201
F -2.6271 1.4343 1.2546 -0.232
F -4.7544 1.1065 1.3953 -0.257
H 0.8406 -3.4235 0.0477 0.405
H -0.6991 -3.1178 -0.6809 0.415
H 1.2522 -0.9721 1.7949 -0.094
H 2.1816 1.2001 0.9051 0.639
H -0.1414 -2.1284 -2.5224 0.424
H 0.9578 -1.0541 -3.3233 0.512
H -0.8317 0.7323 -3.3612 0.442
H -1.2906 -0.7559 -4.1218 0.474
C 3.9383 -0.0193 5.3893 -1.042
C 2.9329 -0.9118 4.6487 0.663
O 2.6571 -2.0114 5.1846 -0.715
O 2.4816 -0.4409 3.5688 -0.691
H 4.2802 -0.4911 6.3088 0.291
H 4.8003 0.1734 4.7488 0.253
H 3.4722 0.9361 5.6342 0.262
```

The value obtained for the electronic energy is -71001.4734 eV. The frontier orbital gap is 0.2621 Eh. Its HOMO energy is -0.2788 hartree.

---

Molecular formula: C35H23Br2N8O5SV
Method: DFT, wB97M-V/def2-TZVPD

```
75
Properties=species:S:1:pos:R:3:lowdin_spin:R:1
V -0.5330 0.3621 -0.1546 1.839
O -1.9899 -6.2514 0.2843 0.002
C -0.8407 -5.8354 0.0931 0.002
O 0.2649 -6.3862 0.0167 0.002
C -0.7376 -4.2689 0.1713 0.020
C -1.8600 -3.4992 0.4423 -0.002
C -1.7181 -2.1285 0.5233 0.017
N -0.5447 -1.5267 0.2702 -0.008
C 0.5613 -2.2634 0.0839 0.014
C 0.4944 -3.6428 0.0342 -0.003
C 1.7804 -1.4483 -0.0389 0.002
C 3.0269 -1.9772 -0.3344 0.003
C 4.1061 -1.1213 -0.4499 0.005
C 3.9083 0.2364 -0.2552 0.002
C 2.6347 0.6849 0.0384 0.005
N 1.5881 -0.1291 0.1506 -0.004
C -2.7230 -1.1491 0.9562 0.008
C -3.9859 -1.4635 1.4298 0.001
C -4.7700 -0.4550 1.9596 0.010
C -4.2662 0.8360 1.9993 0.001
C -3.0134 1.0772 1.4694 0.011
N -2.2543 0.1146 0.9420 -0.002
H -2.8052 -4.0037 0.5952 0.000
H 1.3620 -4.2732 -0.1068 0.000
H 3.1388 -3.0407 -0.4878 0.000
H 5.0881 -1.5032 -0.6951 0.000
H 4.7231 0.9420 -0.3304 0.000
H 2.4616 1.7391 0.2111 0.000
H -4.3292 -2.4881 1.4087 0.000
H -5.7539 -0.6745 2.3517 0.000
H -4.8290 1.6483 2.4358 0.000
H -2.5958 2.0745 1.4704 0.000
Br 1.7195 -1.3737 -4.1843 0.001
C -0.1111 -0.9191 -4.1068 0.005
C -0.9392 -1.1160 -5.2173 -0.001
C -2.2578 -0.7576 -5.1672 0.005
Br -3.3393 -1.0300 -6.7014 0.001
C -2.8132 -0.1911 -3.9985 0.000
C -4.1444 0.2497 -3.8549 0.004
C -4.5404 0.8020 -2.6703 -0.001
C -3.6266 0.9017 -1.6095 0.004
N -2.3822 0.4900 -1.6898 -0.006
C -1.9664 -0.0357 -2.8748 0.002
C -0.5893 -0.3931 -2.9168 0.000
O 0.1448 -0.2046 -1.8648 0.011
H -0.5297 -1.5528 -6.1170 0.000
H -4.8308 0.1539 -4.6847 0.000
H -5.5526 1.1558 -2.5331 0.000
H -3.9474 1.3343 -0.6723 0.000
N 5.7370 0.3995 3.1167 0.000
C 4.3955 0.7150 3.1716 0.000
C 3.9781 2.0505 3.1157 0.000
C 2.6331 2.3642 3.0878 0.001
C 1.6939 1.3421 3.1294 0.001
C 2.0890 0.0123 3.2169 0.001
C 3.4328 -0.2993 3.2408 0.000
S -0.0106 1.7013 2.9112 0.004
O -0.7587 0.5669 3.3771 0.002
O -0.3252 3.0029 3.4197 0.000
N -0.1887 1.6987 1.2721 0.010
C 0.2177 2.6815 0.4495 0.017
N 0.9447 3.7475 0.8004 0.000
C 1.3163 4.5420 -0.1941 0.009
C 1.0298 4.2882 -1.5315 0.000
C 0.2918 3.1517 -1.7981 0.006
N -0.1449 2.3669 -0.8233 0.000
H 6.3939 1.1295 3.3297 0.000
H 6.0101 -0.5189 3.4197 0.000
H 4.7207 2.8396 3.0945 0.000
H 2.2920 3.3890 3.0310 0.000
H 1.3315 -0.7589 3.2675 0.000
H 3.7500 -1.3331 3.3114 0.000
H 1.8900 5.4167 0.0942 0.000
H 1.3723 4.9388 -2.3209 0.000
H 0.0250 2.8663 -2.8099 0.000
```

Its spin multiplicity is 3. The value obtained for the electronic energy is -235438.8710 eV. As for the expectation value of S²: 2.0130. The frontier orbital gap (alpha / beta) is 0.2637 / 0.2440 Eh. Its HOMO energy (alpha / beta) is -0.2905 / -0.2902 hartree.

---

Molecular formula: C6H10OSi
Method: DFT, wB97M-V/def2-TZVPD

```
18
Properties=species:S:1:pos:R:3:mulliken_charge:R:1
C -3.2047 1.0147 0.3413 -0.524
C -1.7750 1.1661 0.6511 -0.128
C -3.2843 0.0031 -0.5230 -0.378
C -1.1753 0.2096 -0.0917 0.217
C 1.2600 -1.6824 -1.1047 -0.978
C 1.6165 0.7928 0.9212 -0.861
O -2.0498 -0.5454 -0.7633 -0.298
Si 0.6064 -0.0190 -0.4892 0.130
H -4.0375 1.6492 0.6353 0.359
H -1.1597 1.8036 1.1481 0.459
H -4.1001 -0.6937 -0.6663 0.341
H 1.8462 -1.5752 -2.0776 0.312
H 2.0330 -2.1085 -0.3044 0.270
H 0.3879 -2.2235 -1.4089 0.351
H 2.4812 1.3355 0.5662 0.339
H 0.8723 1.4068 1.2662 0.131
H 1.9182 0.2162 1.8233 0.358
H 0.6706 1.5366 -2.0299 -0.102
```

The value obtained for the electronic energy is -16306.0699 eV. The calculation puts the energy relative to the best compared isomer or geometry (same formula, charge and spin) at 311.78 kJ/mol. The frontier orbital gap is 0.3355 Eh. Its HOMO energy is -0.3110 hartree.